No. 1
C6H6AlF4N2O4S2 | ωB97M-V/def2-TZVPD

- Charge: +3
- HOMO-LUMO gap: 2.30 eV
- F_max: 5.5 eV/A

```
25
C6H6AlF4N2O4S2 | OMol25 | ωB97M-V/def2-TZVPD
O 0.711 3.142 0.876
S 0.356 1.673 0.897
O -0.919 1.568 -0.238
C -0.253 1.524 -1.545
C 0.509 0.119 -1.672
S 0.427 -0.622 -3.423
C 0.966 -2.348 -3.054
N 0.186 -3.558 -3.063
N 1.027 -4.537 -2.667
C 2.313 -3.921 -2.399
O 2.317 -2.533 -2.663
O -0.165 1.184 2.410
C -0.885 2.215 3.108
F -1.895 2.751 2.311
F -0.042 3.196 3.664
C -1.583 1.485 4.401
F -1.346 2.224 5.584
F -2.957 1.287 4.221
H 0.537 2.351 -1.613
H -0.977 1.642 -2.410
H 0.036 -0.645 -0.951
H 1.625 0.160 -1.405
H 3.162 -4.569 -2.016
H -1.131 0.448 4.591
Al -2.019 -4.235 -2.943
```

Atomic partial charges in e from the Mulliken method, atoms 1 to 5:
1. O -0.277
2. S 0.816
3. O -0.200
4. C -0.562
5. C -0.659


No. 2
C42H84O14 | ωB97M-V/def2-TZVPD

- ⟨S²⟩: 0.75
- 2S+1: 2
- Energy above the lowest of the compared OMol25 structures with the same formula, charge and spin: 190.9 kJ/mol
- Charge: -1
- HOMO-LUMO gap (spin up / spin down): 1.44 / 9.18 eV
- F_max: 3.9 eV/A

```
140
C42H84O14 | OMol25 | ωB97M-V/def2-TZVPD
C -0.560 -1.879 4.742
C 0.335 -3.116 4.696
O 0.862 -3.429 3.655
C 0.632 -3.860 5.917
H 0.054 -1.071 5.139
H -1.487 -2.108 5.268
H -0.849 -1.584 3.734
H 1.166 -4.759 5.610
H -0.231 -4.252 6.454
H 1.248 -3.304 6.623
C 1.377 -6.139 -1.706
C 1.556 -4.804 -1.088
O 1.374 -3.769 -1.730
C 1.861 -4.817 0.402
H 0.542 -6.668 -1.249
H 2.353 -6.621 -1.650
H 1.006 -5.994 -2.721
H 2.495 -5.670 0.644
H 0.943 -4.869 0.987
H 2.182 -3.871 0.838
C -0.613 1.536 3.520
C -2.049 1.609 3.757
O -2.774 0.664 3.427
C -2.546 2.808 4.511
H -0.049 1.789 4.418
H -0.447 2.259 2.721
H -0.251 0.536 3.282
H -3.635 2.831 4.551
H -2.301 3.730 3.983
H -2.161 3.028 5.507
C 2.269 3.250 3.010
C 1.464 4.268 3.772
O 0.302 4.445 3.460
C 2.258 5.177 4.694
H 1.812 2.360 2.576
H 2.913 2.765 3.743
H 2.915 3.785 2.314
H 2.267 6.207 4.337
H 3.241 4.842 5.025
H 1.578 5.217 5.545
C 5.674 -0.312 -0.626
C 4.276 -0.660 -1.085
O 3.644 -1.584 -0.545
C 3.620 0.155 -2.223
H 6.116 -1.158 -0.099
H 5.593 0.480 0.118
H 6.396 -0.003 -1.381
H 2.782 -0.417 -2.621
H 4.276 0.184 -3.094
H 3.285 1.134 -1.881
C -0.394 1.520 -0.730
C 0.333 0.388 0.068
O 1.375 0.643 0.639
C -0.211 -1.074 0.006
H -1.470 1.497 -0.556
H -0.126 1.486 -1.786
H -0.063 2.476 -0.324
H 0.688 -1.604 -0.308
H -0.971 -1.096 -0.774
H -0.503 -1.399 1.005
C -1.630 -3.123 -3.216
C -2.346 -4.064 -4.196
O -2.796 -3.618 -5.218
C -2.626 -5.509 -3.844
H -2.002 -2.101 -3.153
H -0.561 -3.097 -3.430
H -1.870 -3.559 -2.246
H -3.467 -5.657 -3.166
H -1.709 -6.013 -3.539
H -2.854 -5.997 -4.792
C 2.841 -1.075 2.782
C 4.136 -0.555 3.287
O 4.207 0.536 3.934
C 5.249 -1.629 3.326
H 2.774 -2.059 3.246
H 2.850 -1.150 1.694
H 2.146 -0.315 3.138
H 5.125 -2.204 4.243
H 6.262 -1.228 3.363
H 5.144 -2.240 2.430
C 1.287 0.873 -4.656
C 2.082 1.262 -5.865
O 2.869 0.540 -6.438
C 2.041 2.677 -6.201
H 0.207 0.864 -4.802
H 1.557 1.565 -3.858
H 1.567 -0.157 -4.436
H 2.444 3.378 -5.471
H 0.986 2.905 -6.349
H 2.464 2.871 -7.187
C 3.897 4.485 -2.250
C 2.394 4.609 -2.035
O 1.544 4.449 -2.932
C 1.893 5.190 -0.768
H 4.130 4.299 -3.298
H 4.191 3.628 -1.645
H 4.506 5.327 -1.919
H 1.819 6.273 -0.869
H 2.542 5.132 0.106
H 0.929 4.768 -0.483
C -4.018 3.587 1.078
C -2.754 4.351 1.095
O -1.921 3.934 0.266
C -2.755 5.680 1.897
H -4.697 3.970 0.316
H -4.525 3.807 2.017
H -3.774 2.527 1.010
H -2.710 6.537 1.225
H -1.966 5.693 2.648
H -3.664 5.686 2.499
C -3.192 2.212 -3.915
C -1.962 2.872 -4.175
O -1.290 2.577 -5.125
C -1.475 3.988 -3.294
H -3.163 1.151 -4.165
H -4.010 2.617 -4.510
H -3.583 2.228 -2.898
H -2.314 4.587 -2.938
H -0.850 4.622 -3.922
H -0.851 3.728 -2.438
C -5.567 -2.312 -1.903
C -5.647 -1.217 -0.839
O -6.715 -0.927 -0.253
C -4.377 -0.457 -0.664
H -5.837 -1.929 -2.887
H -6.153 -3.181 -1.604
H -4.514 -2.594 -1.875
H -3.410 -0.901 -0.901
H -4.323 -0.326 0.417
H -4.478 0.565 -1.029
C -1.648 -4.444 1.090
C -2.740 -5.133 0.215
O -3.499 -4.323 -0.368
C -2.750 -6.697 0.093
H -1.050 -5.205 1.591
H -2.103 -3.691 1.734
H -0.976 -3.915 0.414
H -3.719 -7.019 0.476
H -1.962 -7.060 0.753
H -2.660 -7.042 -0.937
```

Atomic partial charges in e from the Mulliken method, atoms 1 to 5:
1. C -1.493
2. C 2.123
3. O -0.508
4. C -1.963
5. H 0.337